(1)
Molecular formula: C33H59BBr4F8N2NbO6S
Method: DFT, ωB97M-V/def2-TZVPD

Positions of all 115 atoms, in Å:
C 0.182836 -1.747412 4.079464
C -0.755954 -2.038614 2.824888
B -1.131962 -0.691266 1.959944
O -2.569876 -0.521551 1.720154
Nb 0.469796 0.796545 1.145204
C 0.368472 1.831992 3.209357
C 1.556897 1.436815 4.192351
C 2.726460 2.500463 4.286993
C 2.276007 4.013777 4.418519
S 1.158830 4.401538 5.820854
O 1.921033 4.655973 7.090555
O 0.034796 3.452692 6.027917
O 0.443240 5.885692 5.425594
C -1.261973 2.127252 0.536034
C -1.002350 3.653356 0.218907
C -1.275300 4.727974 1.349549
F -0.098876 5.181439 2.023793
Br -1.843328 6.389640 0.339526
C -2.484340 4.443544 2.336167
F -3.562088 3.997448 1.540957
F -2.231246 3.522423 3.338907
Br -3.175208 6.069471 3.279852
C 0.404382 -0.481143 -0.783862
Br -1.119910 -0.543564 -2.055378
C 1.464615 -1.346381 -1.173547
C 1.407735 -2.254411 -2.492102
Br 3.120493 -1.588045 -0.134305
C 2.112200 2.183881 0.359989
F 3.362935 1.572873 0.737168
F 2.147850 3.420417 1.093472
C 2.233723 2.421258 -1.200024
F 2.773593 3.720146 -1.395276
F 1.075041 2.385472 -1.934411
F 3.105392 1.501153 -1.752089
H 0.141392 -2.637025 4.795577
H -0.104281 -0.838380 4.683133
H 1.263576 -1.719413 3.717725
H -0.313033 -2.853992 2.170542
H -1.730769 -2.469518 3.249879
H -2.895030 -0.008637 2.491537
H 1.707381 -0.281850 1.923895
H 0.228367 2.946309 3.102914
H -0.591586 1.447307 3.704169
H 1.114192 1.304177 5.238884
H 2.044794 0.436798 3.965668
H 3.458919 2.408252 3.417211
H 3.337068 2.256057 5.221378
H 1.841329 4.410727 3.446210
H 3.225491 4.626214 4.589327
H 0.736089 6.113287 4.520214
H -1.818147 1.692663 -0.366394
H -2.044413 2.022279 1.367589
H -1.721123 3.939827 -0.624042
H 0.013869 3.921233 -0.215604
H 0.423475 -2.786236 -2.610418
H 1.717857 -1.616867 -3.368604
H 2.195896 -3.076559 -2.412037
C -5.266949 1.577300 0.988422
C -6.478907 1.734910 0.028120
C -7.628314 2.524991 0.701145
C -8.511297 1.714107 1.640788
C -8.971770 0.427981 0.966959
C -7.788037 -0.405212 0.443453
N -6.892595 0.382496 -0.453459
O -7.528037 0.537912 -1.627228
C -7.009560 -0.960940 1.658895
C -8.335150 -1.672884 -0.249459
C -5.939181 2.650320 -1.099454
H -5.046753 0.541236 1.244103
H -4.339940 1.935126 0.534613
H -5.408055 2.128038 1.921636
H -8.279407 2.945402 -0.075102
H -7.222536 3.383165 1.244191
H -7.980802 1.501505 2.573394
H -9.386325 2.309779 1.919631
H -9.563862 -0.158894 1.677302
H -9.650755 0.679387 0.144234
H -6.138684 -1.537954 1.336813
H -7.642297 -1.629257 2.249910
H -6.670753 -0.189164 2.349898
H -9.028529 -1.441356 -1.061431
H -8.885519 -2.295576 0.460151
H -7.519348 -2.277542 -0.655297
H -5.157366 2.150616 -1.677773
H -5.508441 3.560979 -0.673725
H -6.722797 2.970308 -1.790896
C 8.027674 -3.403988 -2.890667
C 6.618168 -4.058296 -2.949794
C 6.710182 -5.553713 -3.342467
C 6.870480 -5.826161 -4.832731
C 5.832363 -5.050497 -5.633442
C 5.874789 -3.542782 -5.326161
N 5.753089 -3.257684 -3.866396
O 4.474542 -3.470711 -3.517085
C 7.191380 -2.967288 -5.898204
C 4.778036 -2.832189 -6.150136
C 6.138789 -4.034782 -1.475949
H 8.165383 -2.603876 -3.617095
H 8.208104 -2.917292 -1.928149
H 8.826642 -4.133939 -3.043661
H 5.799663 -6.068800 -3.013965
H 7.532218 -6.031336 -2.801656
H 7.884920 -5.578171 -5.158799
H 6.745947 -6.897232 -5.020478
H 5.997699 -5.224535 -6.701961
H 4.837663 -5.453669 -5.413038
H 7.281153 -1.900084 -5.678436
H 7.221363 -3.079071 -6.985579
H 8.085028 -3.468834 -5.526217
H 3.780895 -3.233865 -5.956171
H 4.958110 -2.953344 -7.221142
H 4.764362 -1.759659 -5.937194
H 5.983067 -3.011918 -1.123116
H 6.885260 -4.500522 -0.826134
H 5.209770 -4.590050 -1.327881

Atoms 1-6, force components in eV/Å:
C 0.6 -1.3 -0.2
C -0.8 0.1 0.9
B -1.3 -1.7 -0.3
O 1.4 0.5 1.1
Nb -0.2 0.7 -0.1
C -0.3 -1.3 0.3

* HOMO level (spin up / spin down): -5.07 / -5.07 eV
* total charge: -1
* LUMO energy (spin up / spin down): 0.04303 / 0.04304 hartree
* 2S+1: 3
* orbital gap (spin up / spin down): 6.24 / 6.24 eV



(2)
Molecular formula: C33H59BiCl4I2N4O6P3
Method: DFT, ωB97M-V/def2-TZVPD

Positions of all 112 atoms, in Å:
Bi 1.125006 0.229802 -0.474579
C 4.009529 -2.493092 3.802037
N 2.848148 -2.024654 3.036077
C 2.514083 -2.885273 1.890492
P 2.688959 -0.407214 2.853704
O 1.526041 -0.101640 1.968257
O 4.088957 0.137201 2.302096
P 4.557651 0.578229 0.812046
O 3.684827 -0.064230 -0.211066
N 6.087791 0.072223 0.631499
C 6.423904 -1.068026 -0.227061
C 7.182575 0.570805 1.466097
N 4.597857 2.196673 0.955809
C 5.076716 2.931659 -0.234974
C 3.657557 2.965690 1.785419
N 2.610621 0.335804 4.296521
C 3.778675 0.687988 5.117089
C 1.366537 0.126496 5.059582
H 3.796488 -3.480038 4.212376
H 4.220767 -1.821011 4.633962
H 4.905831 -2.562408 3.173137
H 2.354504 -3.901587 2.254213
H 3.317189 -2.903056 1.142404
H 1.594237 -2.544375 1.417050
H 5.562234 -1.356789 -0.823412
H 6.746851 -1.925263 0.369485
H 7.238434 -0.796104 -0.901011
H 6.863686 1.437407 2.038307
H 8.025732 0.864676 0.837377
H 7.524710 -0.204753 2.156960
H 5.892349 2.390392 -0.713006
H 5.453706 3.904639 0.083434
H 4.272006 3.082825 -0.956118
H 3.187887 2.339856 2.538958
H 2.872203 3.417204 1.173575
H 4.199539 3.763690 2.295050
H 4.685762 0.705032 4.520051
H 3.906132 -0.018271 5.941234
H 3.633539 1.680733 5.544198
H 0.554341 -0.168110 4.395027
H 1.082598 1.059405 5.547076
H 1.499193 -0.644686 5.823835
Cl -2.204754 6.219187 0.820493
C -1.047795 5.073107 0.258806
C 0.013252 5.473662 -0.550724
Cl 0.194746 7.127510 -0.996177
C 0.946241 4.524409 -0.997036
Cl 2.241358 4.966378 -2.049006
C 0.833360 3.197842 -0.622948
O 1.715707 2.248591 -0.998715
C -0.251193 2.792376 0.165855
O -0.366600 1.491607 0.422514
C -1.176747 3.723629 0.607867
Cl -2.481320 3.158535 1.595767
I 1.843508 0.407667 -3.444646
C 1.793903 -1.672109 -3.895224
I 2.002526 -2.921005 -2.189214
H 2.625524 -1.874420 -4.550294
H 0.843795 -1.890776 -4.359353
O -0.782363 -0.505806 -1.674130
P -2.307656 -0.486242 -1.455778
C -2.932865 -1.785721 -2.557374
C -4.452380 -2.047248 -2.578734
C -4.732022 -3.327016 -3.368850
C -4.152328 -4.572088 -2.663507
C -2.954604 -4.217582 -1.767650
C -2.116981 -3.101561 -2.386719
C -2.652185 -0.671154 0.309293
C -4.151346 -0.720217 0.734165
C -4.560094 -2.105499 1.237942
C -3.725634 -2.537881 2.458674
C -2.282277 -1.998877 2.394434
C -1.830203 -1.814547 0.946454
C -2.910648 1.137939 -1.967855
C -2.318560 1.512511 -3.340062
C -2.413524 3.032405 -3.536102
C -3.760698 3.602827 -3.029696
C -4.824480 2.505932 -2.949400
C -4.433510 1.435125 -1.914791
H -2.653873 -1.346703 -3.521046
H -4.974207 -1.212176 -3.042090
H -4.850471 -2.156179 -1.563670
H -4.292689 -3.220671 -4.366444
H -5.806172 -3.440536 -3.515276
H -3.841386 -5.301893 -3.413454
H -4.924840 -5.055375 -2.061753
H -2.331844 -5.098617 -1.602679
H -3.308656 -3.904722 -0.782609
H -1.780762 -3.432313 -3.374970
H -1.213139 -2.925104 -1.805151
H -2.225674 0.271721 0.667655
H -4.812161 -0.407036 -0.076157
H -4.303210 0.003128 1.540456
H -4.440105 -2.833874 0.432782
H -5.619901 -2.104314 1.490652
H -3.709289 -3.629449 2.513541
H -4.203644 -2.185614 3.375821
H -1.605126 -2.671996 2.922765
H -2.217479 -1.026203 2.897702
H -1.950650 -2.755926 0.399613
H -0.765725 -1.563920 0.920555
H -2.424165 1.769667 -1.220920
H -2.866066 0.991741 -4.131847
H -1.276884 1.197604 -3.412430
H -2.271763 3.266531 -4.593554
H -1.589427 3.504799 -2.996429
H -4.096441 4.407880 -3.686246
H -3.635218 4.043640 -2.035076
H -4.951294 2.049181 -3.935907
H -5.790388 2.927981 -2.672017
H -5.035624 0.542687 -2.077147
H -4.678263 1.806680 -0.916182

Atoms 1-6, force components in eV/Å:
Bi -0.4 0.4 0.8
C -0.1 0.0 -0.1
N 0.1 -0.4 -0.2
C 0.1 0.0 0.2
P -0.4 0.1 -0.2
O 0.3 0.0 0.0

* ΔE to the lowest compared entry with this formula, charge and spin: 4.4 kcal per mole
* HOMO level: -9.87 eV
* total charge: +1
* LUMO energy: -0.10025 hartree
* orbital gap: 7.14 eV



Values for DFT total energy, a.u., ordered as above
-13428.35453, -5638.26534